[1]
C9H18ClO8PS2 | the ωB97M-V functional and the def2-TZVPD basis

The geometry in ORCA input format:
```
! RIJCOSX wB97M-V def2-TZVPD def2/J DEFGRID3
* xyz -2 1
C 2.31 -0.46 2.26
C 2.75 -0.15 0.77
C 1.52 0.12 -0.18
Cl 2.21 0.22 -1.86
C 0.86 1.50 0.15
O 1.26 2.62 -0.70
S 0.40 3.86 0.04
O 0.93 4.32 1.35
O 0.26 5.02 -0.87
O -0.97 3.00 0.41
C -0.66 1.56 0.55
P -1.92 0.78 -0.62
C -3.60 0.71 0.29
C -3.44 0.44 1.85
C -1.51 -1.03 -0.96
C -0.80 -1.15 -2.36
H 2.66 -1.49 2.52
H 2.87 0.24 2.94
H 1.21 -0.39 2.43
H 3.48 0.70 0.69
H 3.24 -1.07 0.36
H 0.84 -0.76 -0.05
H 1.38 1.80 1.11
H -0.76 1.41 1.65
H -4.12 -0.19 -0.12
H -4.18 1.65 0.15
H -3.11 -0.61 2.07
H -4.47 0.53 2.31
H -2.81 1.20 2.36
H -2.50 -1.56 -1.05
H -0.96 -1.55 -0.13
H -0.17 -0.27 -2.63
H -1.63 -1.17 -3.13
H -0.23 -2.11 -2.48
O 2.18 -5.01 -1.81
S 1.94 -3.55 -1.83
O 0.82 -3.21 -0.90
O 1.57 -3.11 -3.20
O 3.17 -2.83 -1.39
*
```

Values from the calculation:
**E_LUMO**: 4.32 eV

Atom charges from the natural (NBO) analysis, given in e for atoms 1 to 6: C -0.635; C -0.442; C -0.219; Cl -0.007; C 0.019; O -0.612

[2]
C9H18EuOP | the ωB97M-V functional and the def2-TZVPD basis

The geometry in ORCA input format:
```
! RIJCOSX wB97M-V def2-TZVPD def2/J DEFGRID3
* xyz -1 8
C 0.13 0.01 -2.26
C -0.86 -0.84 -2.80
C -0.23 -2.02 -3.31
C 1.18 -1.88 -3.11
C 1.43 -0.64 -2.45
Eu 2.01 1.13 0.79
P 0.45 3.45 -0.09
H -0.02 1.01 -1.83
H -1.93 -0.64 -2.82
H -0.73 -2.86 -3.78
H 2.40 -0.21 -2.21
H 1.94 -2.61 -3.40
H -0.73 3.97 0.53
H -0.03 3.52 -1.45
H 1.17 4.70 -0.13
C -2.25 0.56 2.05
C -0.87 0.87 2.61
O 0.18 0.22 1.87
C 0.13 -1.23 1.78
C 1.41 -1.72 1.13
H -2.34 0.85 1.00
H -3.00 1.13 2.62
H -2.49 -0.50 2.16
H -0.63 1.94 2.54
H -0.78 0.57 3.66
H 0.01 -1.63 2.80
H -0.75 -1.51 1.19
H 2.32 -1.38 1.67
H 1.42 -2.81 1.17
H 1.46 -1.45 0.06
*
```

Values from the calculation:
**E_LUMO (spin up / spin down)**: 2.93 / 2.92 eV
**⟨S²⟩**: 15.762

Atom charges from the natural (NBO) analysis, given in e for atoms 1 to 6: C -0.403; C -0.353; C -0.355; C -0.348; C -0.413; Eu 0.268

[3]
C9H18F3O4 | the ωB97M-V functional and the def2-TZVPD basis

The geometry in ORCA input format:
```
! RIJCOSX wB97M-V def2-TZVPD def2/J DEFGRID3
* xyz -1 1
C 1.09 5.45 -1.22
O -0.29 5.20 -1.33
C -0.60 3.84 -1.61
C -0.57 3.02 -0.34
O -1.02 1.71 -0.56
C -0.02 0.70 -0.58
C -0.11 -0.24 0.60
O 0.88 0.11 1.61
C 0.39 0.51 2.79
F 1.41 0.65 3.66
F -0.51 -0.35 3.34
F -0.24 1.73 2.72
H 1.25 6.22 -0.47
H 1.51 5.81 -2.17
H 1.66 4.57 -0.91
H -1.59 3.84 -2.04
H 0.09 3.45 -2.37
H 0.42 3.05 0.12
H -1.25 3.50 0.36
H -0.14 0.12 -1.49
H 0.99 1.12 -0.60
H 0.14 -1.24 0.22
H -1.12 -0.27 0.99
C -0.92 -5.57 -0.77
C 0.06 -4.39 -0.54
C 0.30 -4.27 0.98
O -0.46 -3.24 -1.04
H -1.88 -5.37 -0.28
H -1.09 -5.71 -1.83
H -0.52 -6.52 -0.36
H 1.04 -4.72 -0.97
H -0.63 -4.04 1.50
H 1.02 -3.47 1.19
H 0.71 -5.20 1.42
*
```

Values from the calculation:
**E_LUMO**: 2.71 eV

Atom charges from the natural (NBO) analysis, given in e for atoms 1 to 6: C -0.248; O -0.546; C -0.081; C -0.081; O -0.538; C -0.095